(1)
This record from the Open Molecules 2025 dataset describes one molecule with the formula C5H7NO. The level of theory is ωB97M-V/def2-TZVPD.

As for the multiplicity: 1. The HOMO-LUMO gap comes out at 8.069 eV. For the relative energy (zero: lowest compared OMol25 entry of this formula, charge and spin), the calculation gives 70.3 kcal per mole. The calculation puts the HOMO energy at -7.62 eV.

Each line ends with the Löwdin charge.
Cartesian coordinates (Å):
C: 0.88 1.15 1.09  -0.0190
N: 0.24 0.33 0.07  -0.0921
C: 0.43 0.35 -1.38  -0.2172
C: -0.59 -0.54 -2.01  -0.0401
C: -1.11 -1.20 -0.90  -0.1293
C: -0.64 -0.63 0.30  -0.3624
O: -0.93 -0.92 1.57  0.1274
H: 1.52 0.54 1.74  0.0932
H: 0.13 1.65 1.71  0.0951
H: 1.49 1.91 0.59  0.0917
H: 0.64 1.36 -1.76  0.1161
H: 1.28 -0.30 -1.66  0.1268
H: -1.79 -2.05 -0.93  0.0798
H: -1.57 -1.64 1.58  0.1300

=====

(2)
This record from the Open Molecules 2025 dataset describes one molecule with the formula C5H7NO. The level of theory is ωB97M-V/def2-TZVPD.

As for the multiplicity: 1. The HOMO-LUMO gap comes out at 10.755 eV. Its SMILES is [H]/N=C1\OC[C@H]2C[C@@H]12. For the relative energy (zero: lowest compared OMol25 entry of this formula, charge and spin), the calculation gives 29.7 kcal per mole. The calculation puts the HOMO energy at -9.75 eV.

Each line ends with the Löwdin charge.
Cartesian coordinates (Å):
N: 1.67 -1.82 0.49  0.1587
C: 1.04 -0.75 0.26  -0.4284
O: 1.45 0.43 -0.32  -0.0090
C: 0.37 1.43 -0.30  -0.1067
C: -0.85 0.74 0.27  -0.2092
C: -1.32 -0.41 -0.56  -0.0502
C: -0.40 -0.65 0.59  -0.1721
H: 2.65 -1.85 0.21  0.0538
H: 0.28 1.74 -1.34  0.1228
H: 0.61 2.32 0.30  0.1249
H: -1.52 1.26 0.95  0.1410
H: -0.91 -0.47 -1.57  0.1215
H: -2.34 -0.77 -0.45  0.1071
H: -0.72 -1.19 1.47  0.1458

=====

(3)
This record from the Open Molecules 2025 dataset describes one molecule with the formula C5H7NO at a distorted geometry. The level of theory is ωB97M-V/def2-TZVPD.

As for the multiplicity: 1. The HOMO-LUMO gap comes out at 10.388 eV. Its SMILES is C#CCCNC=O. For the relative energy (zero: lowest compared OMol25 entry of this formula, charge and spin), the calculation gives 76.8 kcal per mole. The calculation puts the HOMO energy at -9.50 eV.

Each line ends with the Löwdin charge.
Cartesian coordinates (Å):
O: 0.68 0.90 -1.56  -0.0014
C: 0.96 -0.26 -1.36  -0.3742
N: 1.47 -0.67 -0.17  -0.0126
C: 1.19 0.27 0.89  -0.0882
C: -0.54 0.90 0.69  -0.1183
C: -1.35 -0.30 0.65  -0.2017
C: -1.83 -1.41 0.57  0.1000
H: 0.76 -1.06 -2.08  0.1314
H: 1.64 -1.66 -0.02  0.1365
H: 1.79 1.17 0.76  0.0893
H: 1.58 -0.24 1.81  0.1209
H: -0.72 1.56 1.54  0.0878
H: -0.88 1.51 -0.19  0.1097
H: -2.31 -2.36 0.58  0.0209

=====

(4)
This record from the Open Molecules 2025 dataset describes one molecule with the formula C5H7NO at a distorted geometry. The level of theory is ωB97M-V/def2-TZVPD.

As for the multiplicity: 1. The HOMO-LUMO gap comes out at 9.931 eV. Its SMILES is C1[C@@H]2N[C@H]1[C@H]1O[C@H]12. For the relative energy (zero: lowest compared OMol25 entry of this formula, charge and spin), the calculation gives 123.2 kcal per mole. The calculation puts the HOMO energy at -8.82 eV.

Each line ends with the Löwdin charge.
Cartesian coordinates (Å):
C: 1.16 -0.21 -0.61  -0.0968
C: 0.20 -1.01 0.34  -0.2316
C: 0.69 1.02 0.20  -0.1096
C: -0.94 0.94 -0.31  -0.0539
C: -1.11 -0.59 -0.38  -0.3062
H: 2.27 -0.42 -0.40  0.1260
H: 1.02 -0.14 -1.64  0.0831
H: 0.22 -2.14 0.68  0.1725
H: -0.15 0.14 1.99  0.0171
H: 0.96 2.08 0.55  0.1512
H: -1.35 1.38 -1.16  0.1009
H: -1.62 -1.16 -1.16  0.1517
N: 0.44 0.03 1.34  0.0284
O: -1.78 0.07 0.57  -0.0328

=====

(5)
This record from the Open Molecules 2025 dataset describes one molecule with the formula C5H7NO. The level of theory is ωB97M-V/def2-TZVPD.

As for the multiplicity: 1. The HOMO-LUMO gap comes out at 7.966 eV. Its SMILES is CC1=C(/C=C\[O-])[NH2+]1. For the relative energy (zero: lowest compared OMol25 entry of this formula, charge and spin), the calculation gives 92.3 kcal per mole. The calculation puts the HOMO energy at -7.51 eV.

Each line ends with the Löwdin charge.
Cartesian coordinates (Å):
C: -1.83 -0.85 0.15  -0.0680
C: -0.84 0.22 0.45  -0.0667
C: 0.35 0.60 -0.01  -0.3041
N: -0.62 1.63 -0.37  0.1339
C: 1.67 0.35 -0.20  -0.0511
C: 2.04 -0.93 0.35  -0.3215
O: 1.23 -1.71 0.85  -0.0260
H: -2.79 -0.70 0.65  0.0665
H: -1.98 -1.00 -0.93  0.0810
H: -1.38 -1.77 0.54  0.0836
H: -0.61 2.49 0.17  0.1351
H: -0.73 1.80 -1.37  0.1440
H: 2.37 1.06 -0.61  0.0865
H: 3.11 -1.19 0.34  0.1069

=====

(6)
This record from the Open Molecules 2025 dataset describes one molecule with the formula C5H7NO at a distorted geometry. The level of theory is ωB97M-V/def2-TZVPD.

As for the multiplicity: 1. The HOMO-LUMO gap (spin up / spin down) comes out at 6.644 / 8.661 eV. For the relative energy (zero: lowest compared OMol25 entry of this formula, charge and spin), the calculation gives 130.1 kcal per mole. The calculation puts the HOMO energy (spin up / spin down) at -6.40 / -7.79 eV.

Each line ends with the Löwdin charge.
Cartesian coordinates (Å):
N: 1.71 -1.72 -0.06  0.1804
C: 0.99 -0.74 -0.38  -0.3758
O: 1.49 0.38 -1.05  0.0105
C: 0.56 1.38 -1.01  -0.1868
C: -0.56 1.00 -0.19  -0.1393
C: -1.49 -0.83 -1.06  0.0340
C: -0.48 -0.54 -0.06  -0.3115
H: 2.68 -1.57 -0.35  0.0698
H: 0.67 2.15 -1.76  0.1274
H: 0.30 1.66 0.41  0.1965
H: -1.49 1.55 -0.16  0.1234
H: -1.32 -0.58 -2.10  0.0710
H: -2.44 -1.26 -0.77  0.0537
H: -0.71 -0.92 0.93  0.1467

=====

(7)
This record from the Open Molecules 2025 dataset describes one molecule with the formula C5H7NO. The level of theory is ωB97M-V/def2-TZVPD.

As for the multiplicity: 1. The HOMO-LUMO gap comes out at 10.552 eV. Its SMILES is C/C=C\CN=C=O. For the relative energy (zero: lowest compared OMol25 entry of this formula, charge and spin), the calculation gives 20.8 kcal per mole. The calculation puts the HOMO energy at -9.67 eV.

Each line ends with the Löwdin charge.
Cartesian coordinates (Å):
O: 1.12 2.43 -1.11  0.1379
C: 0.12 1.89 -0.78  -0.3548
C: 1.40 -0.23 0.71  -0.0964
C: 0.52 -1.24 0.03  -0.1512
C: -0.76 -1.06 -0.30  -0.1052
C: -1.56 0.20 -0.05  -0.1947
N: -0.93 1.45 -0.42  0.1131
H: 1.88 -0.66 1.60  0.0792
H: 2.19 0.12 0.04  0.0838
H: 0.99 -2.19 -0.21  0.0996
H: -1.31 -1.88 -0.75  0.0964
H: -1.84 0.27 1.01  0.1201
H: -2.50 0.15 -0.61  0.1087
H: 0.82 0.64 1.05  0.0635

=====

(8)
This record from the Open Molecules 2025 dataset describes C5H7NO as an isolated structure at a distorted geometry. The level of theory is ωB97M-V/def2-TZVPD.

As for the multiplicity: 1. The HOMO-LUMO gap comes out at 9.285 eV. For the relative energy (zero: lowest compared OMol25 entry of this formula, charge and spin), the calculation gives 113.3 kcal per mole. The calculation puts the HOMO energy at -9.47 eV.

Each line ends with the Löwdin charge.
Cartesian coordinates (Å):
N: 0.47 2.17 0.81  0.0764
C: 0.00 2.06 -0.31  -0.4986
O: -0.47 1.82 -1.38  0.0535
C: -1.04 -0.42 -0.68  -0.0765
C: 0.36 -0.97 -0.84  -0.1396
C: 0.36 -0.93 0.71  -0.1388
C: -1.00 -0.39 0.67  -0.1010
H: 1.20 1.02 1.05  0.1443
H: -1.83 -0.28 -1.41  0.1190
H: 1.11 -0.30 -1.27  0.1074
H: 0.42 -1.95 -1.32  0.1110
H: 1.44 0.00 1.12  0.1325
H: 0.70 -1.71 1.39  0.0980
H: -1.70 -0.12 1.45  0.1125

=====

What did the sixth record say?
This record from the Open Molecules 2025 dataset describes one molecule with the formula C5H7NO at a distorted geometry. The level of theory is ωB97M-V/def2-TZVPD.

As for the multiplicity: 1. The HOMO-LUMO gap (spin up / spin down) comes out at 6.644 / 8.661 eV. For the relative energy (zero: lowest compared OMol25 entry of this formula, charge and spin), the calculation gives 130.1 kcal per mole. The calculation puts the HOMO energy (spin up / spin down) at -6.40 / -7.79 eV.

Each line ends with the Löwdin charge.
Cartesian coordinates (Å):
N: 1.71 -1.72 -0.06  0.1804
C: 0.99 -0.74 -0.38  -0.3758
O: 1.49 0.38 -1.05  0.0105
C: 0.56 1.38 -1.01  -0.1868
C: -0.56 1.00 -0.19  -0.1393
C: -1.49 -0.83 -1.06  0.0340
C: -0.48 -0.54 -0.06  -0.3115
H: 2.68 -1.57 -0.35  0.0698
H: 0.67 2.15 -1.76  0.1274
H: 0.30 1.66 0.41  0.1965
H: -1.49 1.55 -0.16  0.1234
H: -1.32 -0.58 -2.10  0.0710
H: -2.44 -1.26 -0.77  0.0537
H: -0.71 -0.92 0.93  0.1467

=====

Copy entry 3 word for word.
This record from the Open Molecules 2025 dataset describes one molecule with the formula C5H7NO at a distorted geometry. The level of theory is ωB97M-V/def2-TZVPD.

As for the multiplicity: 1. The HOMO-LUMO gap comes out at 10.388 eV. Its SMILES is C#CCCNC=O. For the relative energy (zero: lowest compared OMol25 entry of this formula, charge and spin), the calculation gives 76.8 kcal per mole. The calculation puts the HOMO energy at -9.50 eV.

Each line ends with the Löwdin charge.
Cartesian coordinates (Å):
O: 0.68 0.90 -1.56  -0.0014
C: 0.96 -0.26 -1.36  -0.3742
N: 1.47 -0.67 -0.17  -0.0126
C: 1.19 0.27 0.89  -0.0882
C: -0.54 0.90 0.69  -0.1183
C: -1.35 -0.30 0.65  -0.2017
C: -1.83 -1.41 0.57  0.1000
H: 0.76 -1.06 -2.08  0.1314
H: 1.64 -1.66 -0.02  0.1365
H: 1.79 1.17 0.76  0.0893
H: 1.58 -0.24 1.81  0.1209
H: -0.72 1.56 1.54  0.0878
H: -0.88 1.51 -0.19  0.1097
H: -2.31 -2.36 0.58  0.0209

=====

The lowest relative energy (zero: lowest compared OMol25 entry of this formula, charge and spin) belongs to which entry? number 7

=====

Which formula does entry 6 have? C5H7NO